The following is a DFT calculation (ωB97M-V/def2-TZVPD) of an isolated molecule of C3H7N3O2.

Calculated values
Structure (SMILES): CN/N=C\N(O)C=O
Largest force on an atom, hartree/bohr: 0.0337
DFT total energy, eV: -11786.6481
Frontier orbital gap, eV: 8.923
Energy above the lowest of the compared OMol25 structures with the same formula, charge and spin, kJ/mol: 450.1

Each line ends with the Mulliken charge.
Element x y z (Å)
C -1.268 -2.266 0.306  -0.74
N -0.783 -0.929 0.212  -0.14
N -0.434 -0.553 -1.058  -0.40
C 0.137 0.544 -1.225  -0.09
N 0.672 1.421 -0.235  0.09
O 0.601 2.788 -0.646  -0.43
C 1.084 1.224 1.038  0.13
O 1.213 0.142 1.592  -0.63
H -0.427 -3.000 0.321  0.27
H -1.920 -2.387 1.219  0.28
H -1.919 -2.479 -0.567  0.29
H -0.034 -0.622 0.817  0.32
H 0.263 0.965 -2.227  0.34
H 1.461 2.945 -1.046  0.36
H 1.355 2.207 1.498  0.36


The following is a DFT calculation (ωB97M-V/def2-TZVPD) of a cluster of 2 separate species, C2H5NO4 in total.

Calculated values
Largest force on an atom, hartree/bohr: 0.0787
Charge: +1
DFT total energy, eV: -11823.4549
Frontier orbital gap (spin up / spin down), eV: 9.135 / 3.675
2S+1: 2
Energy above the lowest of the compared OMol25 structures with the same formula, charge and spin, kJ/mol: 135.2
Expectation value of S²: 0.7684

Each line ends with the Mulliken charge.
Element x y z (Å)
O 2.686 0.344 -0.751  -0.38
C 1.468 0.389 -0.731  0.29
N 0.724 -0.218 0.278  -0.03
C 1.293 -0.247 1.575  0.59
O 2.346 -1.168 1.490  -0.35
O 1.043 0.634 2.370  -0.23
H 0.848 1.096 -1.444  0.35
H -0.289 -0.234 0.138  0.31
H 2.645 -0.871 0.507  0.44
H -4.262 0.777 -0.820  0.32
H -4.467 -0.366 -1.757  0.34
O -4.034 -0.136 -0.855  -0.66